[1]
Density functional theory data (the ωB97M-V functional and the def2-TZVPD basis) for C29H63CaN2O7 as an isolated structure in a non-equilibrium geometry.

Last column: Löwdin charge in e.
Geometry (Å):
Ca (-1.206, -0.767, 2.701)  1.6529
O (1.171, 1.338, 0.052)  0.0779
C (0.348, 0.710, 0.892)  -0.7590
O (0.131, 1.177, 2.057)  -0.1213
O (-0.130, -0.452, 0.593)  -0.1661
H (1.452, 0.651, -0.670)  0.1103
C (-4.566, 2.442, 3.441)  -0.1549
C (-3.868, 3.091, 2.247)  -0.1399
C (-2.468, 2.465, 2.281)  -0.1484
O (-2.638, 1.180, 2.991)  -0.3082
C (-4.017, 1.037, 3.410)  -0.1969
H (-5.655, 2.445, 3.362)  0.1229
H (-4.364, 2.974, 4.372)  0.1234
H (-3.821, 4.176, 2.277)  0.1230
H (-4.336, 2.826, 1.295)  0.1219
H (-1.797, 3.071, 2.887)  0.1317
H (-2.084, 2.327, 1.277)  0.0944
H (-4.030, 0.532, 4.380)  0.1222
H (-4.555, 0.388, 2.710)  0.1245
C (2.776, -2.803, 2.824)  -0.1342
C (3.446, -1.534, 3.384)  -0.1227
C (2.271, -0.672, 3.817)  -0.1546
O (1.083, -1.273, 3.285)  -0.2918
C (1.333, -2.673, 3.241)  -0.2104
H (3.213, -3.744, 3.156)  0.1248
H (2.847, -2.808, 1.739)  0.0905
H (3.997, -1.060, 2.574)  0.0902
H (4.143, -1.718, 4.194)  0.1200
H (2.372, 0.378, 3.559)  0.1180
H (2.185, -0.694, 4.911)  0.1311
H (0.685, -3.175, 2.505)  0.1259
H (1.129, -3.182, 4.193)  0.1313
C (-0.855, 4.276, -2.730)  -0.1598
C (-0.129, 4.965, -1.591)  -0.1440
C (-0.878, 4.452, -0.334)  -0.1832
O (-1.842, 3.505, -0.784)  -0.1638
C (-1.422, 3.037, -2.057)  -0.2076
H (-0.291, 4.079, -3.640)  0.1088
H (-1.723, 4.841, -3.088)  0.1177
H (-0.174, 6.054, -1.632)  0.1108
H (0.927, 4.702, -1.581)  0.0997
H (-1.413, 5.256, 0.167)  0.1184
H (-0.168, 3.976, 0.351)  0.1092
H (-2.249, 2.558, -2.586)  0.1234
H (-0.710, 2.218, -1.875)  0.0989
C (5.703, 2.977, 1.214)  -0.1636
C (4.479, 2.062, 1.335)  -0.1635
C (3.351, 3.051, 1.633)  -0.2037
O (3.963, 4.161, 2.293)  -0.1397
C (5.401, 4.092, 2.208)  -0.1840
H (5.808, 3.346, 0.191)  0.1121
H (6.643, 2.455, 1.412)  0.1120
H (4.544, 1.300, 2.119)  0.0987
H (4.338, 1.503, 0.407)  0.0880
H (2.583, 2.644, 2.293)  0.1010
H (2.861, 3.393, 0.715)  0.1077
H (5.814, 3.861, 3.194)  0.1175
H (5.769, 5.045, 1.824)  0.1177
C (-1.722, -2.926, -1.171)  -0.1095
C (-2.540, -4.196, -0.939)  -0.2764
N (-3.974, -3.978, -1.064)  -0.1834
C (-4.674, -5.264, -1.043)  -0.2708
C (-4.358, -6.114, 0.190)  -0.0970
C (-4.237, -3.363, -2.368)  -0.2726
C (-5.714, -3.028, -2.563)  -0.0896
H (-2.208, -2.061, -0.717)  0.0741
H (-1.505, -2.745, -2.225)  0.0629
H (-0.710, -3.019, -0.761)  0.0611
H (-2.174, -4.984, -1.624)  0.1297
H (-2.316, -4.519, 0.082)  0.0989
H (-4.437, -5.871, -1.941)  0.1259
H (-5.756, -5.129, -1.057)  0.1074
H (-3.345, -6.521, 0.147)  0.0624
H (-5.066, -6.929, 0.314)  0.0733
H (-4.392, -5.509, 1.103)  0.0737
H (-3.692, -2.428, -2.440)  0.0964
H (-3.907, -4.052, -3.161)  0.1243
H (-6.300, -3.871, -2.918)  0.0679
H (-6.155, -2.642, -1.643)  0.0793
H (-5.783, -2.227, -3.301)  0.0726
C (2.413, 1.859, -3.192)  -0.0663
C (2.966, 0.494, -2.848)  -0.2412
N (2.018, -0.347, -2.139)  -0.2129
C (0.784, -0.628, -2.854)  -0.2402
C (0.954, -1.333, -4.204)  -0.0645
C (2.643, -1.554, -1.601)  -0.2381
C (3.646, -1.298, -0.503)  -0.0892
H (1.465, 1.829, -3.720)  0.0626
H (3.090, 2.447, -3.816)  0.0850
H (2.266, 2.438, -2.276)  0.0663
H (3.334, -0.020, -3.759)  0.1250
H (3.878, 0.588, -2.257)  0.1053
H (0.172, -1.235, -2.189)  0.0786
H (0.194, 0.273, -3.012)  0.0992
H (0.078, -1.937, -4.446)  0.0711
H (1.057, -0.608, -5.022)  0.0753
H (1.856, -1.937, -4.309)  0.0693
H (3.091, -2.203, -2.378)  0.1236
H (1.845, -2.194, -1.204)  0.1131
H (3.258, -0.693, 0.324)  0.0595
H (4.567, -0.782, -0.797)  0.0738
H (4.013, -2.247, -0.097)  0.0769

* total energy: -2456.418922 a.u.
* HOMO energy: -10.9 eV
* gap between HOMO and LUMO: 7.03 eV
* LUMO energy: -3.87 eV
* total charge: +1

---

[2]
Density functional theory data (the ωB97M-V functional and the def2-TZVPD basis) for a 2-piece molecular cluster, C2H7O overall in a non-equilibrium geometry.

Last column: natural (NBO) charge in e.
Geometry (Å):
O (-2.628, -1.015, -0.538)  -1.3558
H (-2.361, -0.212, -1.110)  0.3733
C (0.147, 0.524, 0.727)  -0.6440
C (1.091, -0.096, -0.206)  -0.6017
H (-0.048, 1.521, 0.529)  0.1853
H (-0.658, -0.168, 0.550)  0.3013
H (0.504, 0.461, 1.721)  0.1697
H (1.879, 0.425, -0.572)  0.1679
H (0.570, -0.410, -1.121)  0.2124
H (1.504, -1.030, 0.020)  0.1916

* total energy: -155.578823 a.u.
* ΔE to the lowest compared entry with this formula, charge and spin: 75.6 kJ/mol
* HOMO energy: -2.1 eV
* gap between HOMO and LUMO: 6.41 eV
* LUMO energy: 4.35 eV
* total charge: -1

---

[3]
Density functional theory data (the ωB97M-V functional and the def2-TZVPD basis) for C21H19Cl2F4MgN3O as an isolated structure.

Last column: natural (NBO) charge in e.
Geometry (Å):
Mg (0.088, 0.018, -0.245)  1.7914
C (-0.791, 3.081, 2.793)  -0.6351
C (-0.335, 1.851, 2.010)  -0.2328
N (-1.223, 1.324, 0.949)  -0.5631
C (-2.304, 0.439, 1.430)  -0.2245
C (-3.437, 1.084, 2.224)  -0.6340
C (-1.693, 2.349, -0.007)  -0.2356
C (-0.608, 2.664, -1.044)  -0.2389
N (-0.210, 1.425, -1.681)  -0.8842
C (-0.530, 1.146, -2.959)  0.1018
C (-0.626, -0.212, -3.318)  0.2285
F (-0.445, -1.111, -2.299)  -0.3468
C (-0.915, -0.665, -4.580)  0.3664
F (-1.001, -1.985, -4.798)  -0.3065
C (-1.139, 0.225, -5.615)  -0.4048
C (-1.047, 1.569, -5.305)  0.3496
F (-1.239, 2.475, -6.278)  -0.3101
C (-0.750, 2.027, -4.038)  0.2670
F (-0.629, 3.364, -3.862)  -0.3296
H (-0.045, 3.298, 3.558)  0.2250
H (-1.746, 2.934, 3.291)  0.2121
H (-0.866, 3.961, 2.156)  0.2091
H (-0.145, 1.023, 2.698)  0.2118
H (0.626, 2.092, 1.549)  0.1953
H (-1.842, -0.355, 2.023)  0.2145
H (-2.728, -0.039, 0.542)  0.1988
H (-3.127, 1.356, 3.231)  0.2066
H (-4.260, 0.375, 2.316)  0.2261
H (-3.818, 1.974, 1.722)  0.2107
H (-2.024, 3.261, 0.499)  0.1906
H (-2.552, 1.933, -0.537)  0.2068
H (0.250, 3.115, -0.528)  0.1692
H (-0.986, 3.424, -1.726)  0.2187
H (-1.372, -0.114, -6.613)  0.2469
Cl (0.969, -4.653, 0.856)  0.0164
C (2.125, -3.383, 0.661)  -0.1508
C (3.489, -3.704, 0.639)  -0.1975
C (4.438, -2.735, 0.477)  -0.0910
Cl (6.119, -3.174, 0.451)  -0.0035
C (4.057, -1.386, 0.320)  -0.0330
C (4.945, -0.309, 0.120)  -0.1331
C (4.457, 0.959, -0.061)  -0.2684
C (3.070, 1.163, -0.050)  0.0738
N (2.219, 0.187, 0.167)  -0.5664
C (2.676, -1.077, 0.358)  0.0615
C (1.659, -2.080, 0.535)  0.3987
O (0.408, -1.738, 0.534)  -0.9151
H (3.779, -4.740, 0.748)  0.2424
H (6.009, -0.502, 0.101)  0.2356
H (5.119, 1.796, -0.229)  0.2284
H (2.652, 2.147, -0.236)  0.2011

* total energy: -2571.197499 a.u.
* ΔE to the lowest compared entry with this formula, charge and spin: 0.0 kJ/mol
* HOMO energy: -7.5 eV
* gap between HOMO and LUMO: 7.19 eV
* LUMO energy: -0.29 eV
* total charge: 0